Entry 1:
Density functional theory data (the ωB97M-V functional and the def2-TZVPD basis) for a cluster of 2 separate species, CH5OPS in total in a non-equilibrium geometry.

```
9
Properties=species:S:1:pos:R:3:forces:R:3
C -0.8576 -0.7437 0.5562 0.41 2.96 0.90
O 0.5860 1.4520 0.3400 0.09 3.33 -0.30
P 0.5483 0.0429 -0.3679 -0.03 -0.78 -1.06
S 2.3766 -0.5731 -0.1865 -0.24 -0.97 -0.43
H -1.8970 -0.3207 0.3854 1.45 -0.76 -0.37
H -0.7043 -1.7851 0.5001 -0.28 -1.18 0.06
H -0.5349 -0.3054 1.5391 -0.51 -0.95 -0.30
H 1.2744 2.1034 -0.0238 -1.38 -1.67 0.75
H -0.7915 0.1297 -2.7427 0.49 0.02 0.75
```
Positions in Å, forces in eV/Å.

Properties
- energy above the lowest of the compared OMol25 structures with the same formula, charge and spin (kJ/mol) = 336.35
- spin multiplicity = 1
- E_LUMO (spin up / spin down) (eV) = -0.71 / -1.35

Entry 2:
Density functional theory data (the ωB97M-V functional and the def2-TZVPD basis) for a cluster of 2 separate species, C11H15N in total in a non-equilibrium geometry.

```
27
Properties=species:S:1:pos:R:3:forces:R:3
C 1.4025 -2.4708 -2.8471 -0.34 -0.17 -0.48
C -0.0133 0.3515 -0.8476 -0.18 -0.14 0.22
C -0.0106 -1.0074 -1.1762 0.57 -0.35 -0.04
C 1.0261 -1.1899 -2.1706 0.17 -0.54 -0.25
C 1.5658 0.0174 -2.4058 -0.18 1.06 0.55
C -0.9411 0.8566 0.0500 -0.04 0.15 0.56
C -1.8145 -0.0307 0.6583 -0.12 0.23 -0.09
C -1.8107 -1.3903 0.3373 0.32 -0.24 0.20
C -0.8734 -1.9019 -0.5474 -0.82 0.18 -0.24
N 1.0163 0.9893 -1.5356 -0.74 -0.10 -0.57
H -0.9690 1.8968 0.3581 0.13 0.00 -0.20
H -2.5079 0.3624 1.3969 -0.01 -0.15 -0.14
H 0.7244 1.8595 -1.9655 0.48 0.15 0.17
H -2.5097 -2.0649 0.8185 0.00 0.09 -0.02
H 2.3150 0.3841 -3.0849 0.18 -0.38 -0.18
H -0.9405 -2.9475 -0.8340 0.30 0.08 0.09
H 0.9169 -3.3449 -2.4075 0.02 0.16 0.09
H 2.4714 -2.6529 -2.8373 0.19 0.03 0.09
H 1.0951 -2.4444 -3.9031 0.06 -0.05 0.23
C 0.0300 2.3322 3.4976 0.11 0.62 -0.90
C 0.0345 2.4445 5.0133 0.68 -0.85 -0.14
H -0.5968 1.5392 3.0798 -0.09 0.09 0.33
H -0.2903 3.2791 3.0486 -0.29 -0.08 0.08
H 1.0117 2.2008 3.0310 0.12 -0.28 0.47
H -0.8861 2.8690 5.3911 -0.16 0.02 0.14
H 0.2078 1.4590 5.4596 -0.33 0.07 0.04
H 0.8831 3.0262 5.3623 -0.06 0.40 -0.03
```
Positions in Å, forces in eV/Å.

Properties
- energy above the lowest of the compared OMol25 structures with the same formula, charge and spin (kJ/mol) = 38.95
- spin multiplicity = 1
- structure (SMILES) = Cc1c[nH]c2ccccc12.CC
- E_LUMO (eV) = 0.98

Entry 3:
Density functional theory data (the ωB97M-V functional and the def2-TZVPD basis) for a cluster of 2 separate species, C3H5NO5 in total in a non-equilibrium geometry.

```
14
Properties=species:S:1:pos:R:3:forces:R:3
C -1.6835 -0.5777 -0.5948 0.74 -0.23 -1.61
C -0.1398 -0.1588 -0.2194 -1.70 1.57 0.52
C -0.1289 1.3693 0.2919 1.53 0.90 -2.15
O 0.5114 2.3352 -0.1127 -1.45 -2.43 0.59
O 0.2291 -0.5613 -1.3969 2.38 -0.06 -0.91
O 3.3516 0.8599 0.3435 0.46 -3.03 0.79
N 3.4513 -0.3056 0.6589 3.34 -0.37 -0.38
O 4.4360 -1.1162 0.7483 -3.81 3.38 -0.42
O -2.4454 -0.4486 0.4944 -3.08 0.02 2.22
H -1.9879 0.1330 -1.3896 0.38 -0.37 0.20
H -1.7544 -1.6328 -0.9775 0.67 0.94 0.09
H 0.2480 -0.5901 0.7287 -0.12 -0.92 -0.45
H -0.7202 1.4013 1.1900 -0.51 0.22 0.86
H -3.3673 -0.7076 0.2353 1.15 0.39 0.66
```
Positions in Å, forces in eV/Å.

Properties
- energy above the lowest of the compared OMol25 structures with the same formula, charge and spin (kJ/mol) = 698.33
- spin multiplicity = 1
- E_LUMO (spin up / spin down) (eV) = -1.75 / -2.20

Entry 4:
Density functional theory data (the ωB97M-V functional and the def2-TZVPD basis) for a cluster of 9 separate species, C28H50BO32S7 in total in a non-equilibrium geometry.

```
118
Properties=species:S:1:pos:R:3:forces:R:3
O -0.5250 -2.3821 0.8071 0.07 -0.22 0.13
C 0.0101 -1.4590 0.2680 -0.30 0.28 -0.72
O -0.5740 -0.6616 -0.6436 0.63 -0.43 0.35
B 0.3748 0.4103 -0.9899 -0.27 0.11 0.51
O 1.4781 0.2839 -0.0434 0.53 0.28 -0.82
C 1.4488 -0.9137 0.5197 -0.70 -0.32 0.74
O 2.2825 -1.4186 1.1984 0.08 -0.04 -0.14
O -0.2924 1.7213 -0.8013 0.33 -0.24 -0.24
C -0.4159 2.2994 -1.9766 -0.85 0.97 0.88
O -0.9546 3.3683 -2.1353 0.18 -0.54 -0.51
C 0.2109 1.4043 -3.0332 0.07 0.18 -0.41
O 0.7821 0.3891 -2.4224 -0.22 -0.06 0.13
O 0.1662 1.6535 -4.2058 0.35 -0.26 -0.18
C -2.3195 2.0532 1.4119 -0.04 -1.48 -1.80
C -1.3387 2.2962 2.5069 0.45 1.59 0.01
O -1.9972 1.8931 3.7175 -0.74 -0.40 0.17
S -3.5757 2.1721 3.5855 -0.76 -0.07 -0.09
O -3.9420 3.4824 4.0693 0.78 -1.15 -0.78
O -4.3125 1.0552 4.1122 0.82 0.66 -0.38
O -3.6304 2.0989 1.9575 -0.46 0.89 1.70
H -2.2555 1.0485 0.9729 0.34 0.00 0.29
H -2.1912 2.7033 0.5457 -0.25 0.47 0.42
H -1.1286 3.3662 2.5956 0.00 -0.10 -0.01
H -0.3831 1.8120 2.3247 -0.17 -0.44 0.49
C -0.6230 -2.2018 4.3386 -0.88 0.57 -0.66
C -0.9849 -2.5390 5.7962 -0.02 -1.24 -0.39
O 0.2616 -2.9395 6.3730 0.91 -0.27 0.01
S 1.2058 -3.6712 5.2753 -1.05 0.43 -0.15
O 0.8280 -5.0569 5.1840 0.40 0.97 0.03
O 2.5579 -3.2838 5.4889 -0.57 -0.34 0.04
O 0.5992 -2.8727 4.0175 0.70 -0.28 0.89
H -0.5653 -1.1241 4.1775 0.69 -0.02 0.13
H -1.3155 -2.5577 3.5754 -0.38 -0.13 0.43
H -1.6655 -3.3952 5.8307 0.03 -0.01 -0.03
H -1.4082 -1.7739 6.4388 0.23 0.42 -0.38
C 1.1872 2.3242 -7.1960 0.70 0.34 1.13
C 2.5486 1.8677 -6.5549 -0.68 0.00 -1.64
O 3.3828 1.5398 -7.6958 0.10 -0.67 -1.53
S 2.5495 1.3874 -9.0932 -0.99 0.05 0.94
O 1.9387 0.0956 -9.2185 0.60 0.52 0.41
O 3.2668 1.8890 -10.2301 -0.40 0.13 1.53
O 1.3904 2.4185 -8.5855 0.84 -0.32 -1.60
H 0.9673 3.3359 -6.8646 -0.34 -0.13 0.09
H 0.3960 1.6274 -6.9348 -0.08 0.04 -0.14
H 2.3557 0.9809 -5.9619 0.43 0.12 0.33
H 3.1086 2.6774 -6.1043 -0.26 -0.11 0.59
O -1.4379 -6.8758 -0.2696 0.15 0.39 -1.01
S -1.9010 -6.0348 -1.3573 -0.82 0.78 1.14
O -1.0308 -5.4544 -2.3405 -0.72 -0.85 0.57
O -3.0762 -6.8390 -2.1224 0.64 0.44 -0.06
C -3.7309 -7.9379 -1.4578 -0.17 0.04 -0.01
C -4.4701 -7.5960 -0.1774 -0.44 -0.14 -0.26
C -2.8821 -4.7072 -0.5862 1.35 0.08 -0.09
H -3.0123 -8.7463 -1.3332 0.06 0.08 0.25
H -4.4719 -8.2783 -2.1804 0.12 0.11 -0.18
H -5.0824 -8.4810 0.0159 0.24 -0.05 0.49
H -5.2098 -6.8033 -0.3083 0.20 0.16 -0.26
H -3.8319 -7.3295 0.6603 0.06 -0.30 0.02
H -3.3547 -5.0917 0.3125 -0.55 -0.20 -0.43
H -3.4777 -4.2212 -1.3526 -0.41 -0.29 0.15
H -2.1980 -3.9428 -0.2043 0.35 -0.17 -0.26
O -0.3110 5.3051 1.6179 -0.29 0.40 -0.76
S 0.0601 6.2985 0.6390 1.97 -1.28 0.01
O -0.7803 7.4182 0.3952 -0.42 0.33 -0.13
O 1.5308 6.8126 1.0944 -0.66 0.30 -0.27
C 1.5224 7.7899 2.1774 -1.27 -0.70 0.35
C 1.7650 7.0790 3.5100 1.08 0.63 0.03
C 0.5857 5.5509 -0.9152 -0.34 -0.11 -0.15
H 0.5222 8.2147 2.2880 0.03 0.22 -0.60
H 2.1960 8.5603 1.8186 0.29 0.04 0.57
H 1.2936 6.1001 3.5159 0.13 -0.07 -0.19
H 1.3546 7.6235 4.3621 -0.12 0.23 -0.21
H 2.8411 7.0287 3.6924 -0.05 -0.50 0.07
H -0.2861 5.1768 -1.4543 -0.14 0.30 0.34
H 1.2242 4.6799 -0.7903 0.00 0.13 0.62
H 1.1160 6.2492 -1.5595 -0.14 0.40 0.37
O 3.8201 -4.0376 0.6791 -0.91 -0.66 -0.47
S 2.8245 -4.9027 0.0795 0.36 -0.25 -0.95
O 2.2980 -4.5995 -1.2359 0.14 0.20 1.19
O 3.4821 -6.3822 -0.0768 -0.48 -0.15 1.35
C 4.7272 -6.4538 -0.7476 -0.05 0.50 -2.61
C 5.4360 -7.7984 -0.6207 -0.44 0.44 1.31
C 1.5333 -5.2848 1.2952 0.93 0.43 -1.00
H 5.3186 -5.5509 -0.5642 0.31 -0.46 0.73
H 4.4949 -6.3183 -1.8182 -0.08 -0.16 0.09
H 5.8508 -7.8542 0.3888 0.44 -0.17 -0.19
H 6.1892 -7.8975 -1.3972 0.20 0.13 0.14
H 4.7726 -8.6610 -0.6891 -0.31 0.26 -0.27
H 2.1025 -5.0898 2.1992 -0.58 -0.22 0.40
H 1.1503 -6.2909 1.1562 0.30 -0.11 0.06
H 0.7225 -4.5838 1.1065 0.18 0.28 0.22
O 0.9669 1.2001 4.8193 0.23 0.07 -0.33
S 2.2681 1.2399 4.2177 0.29 0.74 -0.27
O 2.8988 0.0347 3.7571 -0.27 0.90 0.14
O 2.1308 2.3420 2.9864 -0.45 -1.49 1.22
C 3.1188 2.3203 1.9695 2.43 -0.56 -0.54
C 2.7158 3.3290 0.9088 0.28 -0.14 0.65
C 3.3853 2.1486 5.3595 -0.38 -0.98 -1.21
H 3.3952 1.3293 1.5889 -1.35 -0.23 -0.21
H 4.1221 2.4896 2.4021 -0.30 1.06 0.28
H 1.9987 2.8630 0.2362 -0.27 0.27 0.12
H 3.5495 3.7139 0.3212 0.20 -0.33 0.06
H 2.3339 4.1814 1.4715 -0.45 0.08 -0.40
H 4.3109 1.5788 5.3464 0.04 0.07 0.21
H 2.8918 2.1297 6.3241 0.08 0.24 0.04
H 3.5370 3.1257 4.9125 -0.10 0.17 0.34
C -5.5030 2.0475 -2.8010 0.39 -0.46 0.19
C -4.1733 2.4160 -3.0167 -0.71 0.26 0.10
C -3.8925 3.6526 -3.5870 -0.05 -0.60 0.84
C -4.9684 4.4538 -3.9465 0.79 0.27 -1.09
C -6.2692 4.0319 -3.8278 -1.44 -0.24 0.72
C -6.5851 2.8458 -3.1575 1.42 -0.37 -0.07
H -5.6327 1.0784 -2.3306 -0.36 0.10 0.08
H -3.4184 1.7341 -2.6499 0.26 0.15 -0.21
H -2.8556 3.9573 -3.6283 -0.08 0.23 -0.30
H -4.7658 5.3862 -4.4621 -0.06 0.09 0.16
H -7.0887 4.6443 -4.1869 0.14 0.18 0.01
H -7.5593 2.4793 -2.8694 -0.30 0.38 -0.42
```
Positions in Å, forces in eV/Å.

Properties
- spin multiplicity = 1
- charge = -1
- E_LUMO (eV) = 1.79

Entry 5:
Density functional theory data (the ωB97M-V functional and the def2-TZVPD basis) for a structure of composition C20H24F2N2O3 in a non-equilibrium geometry.

```
51
Properties=species:S:1:pos:R:3:forces:R:3
C 1.1297 -3.0889 -2.1209 -5.14 -8.97 2.84
N 0.9610 -2.7813 -0.7953 -0.81 -2.64 4.40
C 0.8384 -1.5728 -0.1164 2.36 -5.17 -8.06
O 0.8111 -1.5960 1.0373 -0.91 2.10 5.32
C 1.0456 -0.5193 -1.1458 -6.88 1.19 14.07
N 1.6680 -0.3809 -2.1225 5.32 0.35 -7.59
O 1.7366 0.9231 -2.3777 -2.08 3.87 -0.49
C 0.8635 1.6116 -1.4501 1.82 -1.71 3.18
C 0.5569 0.7147 -0.4271 1.99 1.53 -7.15
H 0.2020 1.0061 0.4941 -1.10 -0.26 1.75
C 0.7064 3.1178 -1.3472 3.23 -0.90 -5.36
O -0.6001 3.3608 -1.0102 0.64 2.27 0.60
C -0.8273 4.7294 -1.2057 -5.41 0.43 5.25
C -2.1833 5.0391 -0.4009 2.74 -3.85 -3.47
C -2.7836 6.2078 -0.4551 1.80 2.82 2.23
C -1.8466 7.3160 -0.6965 -0.88 0.89 -3.21
C -0.5544 7.2000 -1.3810 -9.08 -4.07 5.55
C -0.0649 5.8819 -1.3715 -10.79 0.18 3.09
F 0.9575 5.9026 -1.9028 14.31 -1.65 -6.25
H -0.0409 8.0211 -1.4962 3.08 3.87 -1.11
H -2.4430 8.2773 -0.7344 1.43 -0.68 0.41
H -3.6333 6.2946 0.2391 -0.03 0.46 -0.95
F -2.8999 3.9547 0.0325 1.10 0.80 -0.31
H 1.6953 3.6289 -0.7570 -3.18 -1.08 -1.42
H 0.6575 3.3831 -2.5990 1.28 -0.03 3.22
C 0.8184 -4.0299 0.0766 5.75 0.24 -2.33
C -0.4921 -4.5363 0.1415 -7.74 0.56 4.74
C -0.9257 -5.7496 1.1764 12.54 0.04 -2.94
C -0.2576 -5.7389 2.6239 -9.84 4.72 -2.35
C -1.0000 -6.6914 3.4375 -4.48 0.13 2.87
C -0.2462 -6.9118 4.6591 4.42 -1.59 0.12
H -0.4169 -7.8989 5.0925 -0.27 0.43 0.51
C 1.2200 -6.9158 3.9725 -0.55 -2.69 0.57
H 2.1186 -6.7921 4.5329 0.35 0.37 1.10
H 1.4551 -7.9864 3.4743 -1.04 2.32 0.76
C 1.0233 -5.8249 2.9820 8.20 -7.70 -4.02
H 1.4695 -4.9920 3.0307 3.24 6.46 2.03
H 1.8337 -6.1772 2.1082 -2.17 0.35 1.00
H -0.2188 -6.0765 5.3336 -0.51 0.21 0.64
H -2.0791 -6.4852 3.9155 1.71 0.07 -2.23
H -1.0006 -7.5687 2.9008 -0.58 -2.48 -1.10
H -0.5136 -4.7516 3.1571 -0.53 -0.48 -1.24
H -1.7920 -6.1547 1.0752 -5.81 -1.79 -0.38
H -0.1211 -6.6780 0.5410 -2.33 1.81 2.06
H -1.2180 -3.8077 0.8100 1.89 -0.33 -1.83
H -1.0546 -4.5208 -0.8009 0.46 -0.67 0.10
H 1.3844 -3.8019 0.9842 -0.71 -0.27 0.17
H 1.5284 -4.8052 -0.5005 -1.41 1.29 1.24
H 0.0948 -3.7651 -2.4976 2.75 1.61 0.71
H 1.0759 -2.3207 -2.5842 -0.38 9.01 -6.47
H 1.9336 -3.6657 -2.3839 2.26 -1.38 -0.27
```
Positions in Å, forces in eV/Å.

Properties
- energy above the lowest of the compared OMol25 structures with the same formula, charge and spin (kJ/mol) = 1555.59
- spin multiplicity = 1
- E_LUMO (eV) = 0.37

Entry 6:
Density functional theory data (the ωB97M-V functional and the def2-TZVPD basis) for a structure of composition C7H10F7N3O9PtS2 in a non-equilibrium geometry.

```
39
Properties=species:S:1:pos:R:3:forces:R:3
Pt 21.3592 -1.9476 -3.6020 4.04 0.82 0.83
F 22.7305 -3.0343 -2.1122 -1.24 0.17 -0.37
C 20.3439 -3.0621 -7.6994 3.12 1.38 2.33
F 19.6237 -4.0767 -7.4460 -3.32 -1.20 0.62
F 20.6917 -3.2053 -8.9602 0.10 1.38 -1.28
F 19.8001 -1.8292 -7.3724 -0.24 -1.85 -1.52
S 21.8624 -3.2517 -6.5763 0.74 4.39 0.79
O 22.6479 -4.2487 -7.2041 0.04 -2.15 -0.24
O 22.5538 -1.9800 -6.5734 -1.44 -0.38 0.13
N 21.0832 -3.4465 -5.0060 0.42 -2.89 -3.60
S 21.2334 -5.0928 -4.8556 2.70 -0.98 0.05
O 20.7520 -5.8742 -6.0382 0.51 1.02 2.55
O 22.6120 -5.3632 -4.3434 -3.57 -0.29 -0.91
C 19.9574 -5.5211 -3.4876 2.97 1.40 -1.67
F 18.7912 -5.6755 -4.0716 -1.14 -0.13 0.39
F 20.4140 -6.6043 -2.9522 -0.02 -3.11 0.29
F 19.9860 -4.6769 -2.5121 -1.21 1.84 0.72
C 23.2318 -0.0027 -3.2002 1.23 -7.42 4.01
O 24.0167 0.0539 -2.2634 4.05 5.41 2.18
O 22.0149 0.0074 -2.9171 -7.42 4.11 0.61
O 23.4457 -1.0837 -3.8436 1.16 -1.83 -6.16
O 19.5413 -1.8870 -2.3753 -1.22 -2.55 -1.01
C 19.1648 -1.2968 -1.4066 -0.05 -2.35 0.67
N 19.5230 -0.0463 -1.2739 -1.42 1.86 1.99
C 18.4496 -2.0473 -0.2478 -0.50 0.94 0.07
H 18.7853 0.4321 -0.7768 0.84 1.06 0.04
H 20.1455 0.3301 -1.9746 0.54 0.43 -0.30
H 17.8876 -2.9462 -0.5010 0.65 -0.09 -0.64
H 17.6708 -1.4386 0.2116 0.05 0.52 0.17
H 19.1688 -2.2650 0.5417 0.15 -0.07 -0.19
O 19.9770 -0.7784 -4.9729 -2.59 3.67 -0.83
C 18.9464 -0.0409 -4.9592 3.36 -4.38 0.06
N 18.8911 1.2656 -5.2540 -0.01 0.78 -0.20
C 17.6866 -0.7510 -4.6848 -1.38 -0.02 -0.59
H 19.7066 1.6559 -5.7043 -0.04 0.04 0.14
H 17.9751 1.5906 -5.5286 0.34 0.22 -0.03
H 17.8320 -1.8309 -4.6576 0.33 0.28 0.87
H 17.0589 -0.6663 -5.5719 -0.37 0.45 -0.20
H 17.1536 -0.2803 -3.8587 -0.14 -0.45 0.24
```
Positions in Å, forces in eV/Å.

Properties
- energy above the lowest of the compared OMol25 structures with the same formula, charge and spin (kJ/mol) = 381.88
- spin multiplicity = 3
- charge = -2
- E_LUMO (spin up / spin down) (eV) = 4.23 / 4.23
- ⟨S²⟩ = 2.0108

Entry 7:
Density functional theory data (the ωB97M-V functional and the def2-TZVPD basis) for an isolated molecule of C6H15NS in a non-equilibrium geometry.

```
23
Properties=species:S:1:pos:R:3:forces:R:3
C -1.7682 -0.2844 0.4511 0.44 -0.45 0.16
C -2.1782 -1.1448 -0.7431 -0.22 1.01 -0.02
S -3.2484 -0.1805 -1.8751 -0.03 0.17 -0.08
C -0.6103 -0.9591 1.2059 -0.51 0.02 0.21
N 0.6614 -0.7546 0.5596 0.30 -0.10 -0.16
C 1.6005 0.1938 1.1308 0.26 0.12 -0.31
C 1.8665 1.4880 0.3141 0.00 0.01 0.20
C 1.7466 1.3084 -1.1903 -0.20 -0.36 -0.46
H -1.3880 0.6820 0.1301 -0.20 0.19 -0.14
H -2.5886 -0.1380 1.1539 -0.22 0.09 -0.15
H -2.7899 -1.9691 -0.3947 0.39 -0.46 -0.07
H -1.2692 -1.4197 -1.2776 -0.20 -0.34 0.01
H -2.8106 -0.6437 -3.0545 0.04 -0.10 0.13
H -0.8403 -2.0309 1.3148 0.18 0.20 0.01
H -0.5977 -0.5276 2.2137 0.14 -0.14 0.06
H 1.1213 -1.5938 0.2514 -0.14 -0.06 0.15
H 1.2842 0.4665 2.1359 -0.06 0.06 0.18
H 2.5767 -0.2839 1.2423 -0.06 -0.22 0.02
H 2.8873 1.7711 0.5798 -0.01 0.23 -0.07
H 1.2441 2.3207 0.6518 -0.21 -0.20 0.00
H 1.0469 0.5059 -1.4353 -0.10 0.07 0.19
H 2.6843 1.0058 -1.6529 0.19 0.13 0.01
H 1.3698 2.1881 -1.7117 0.21 0.15 0.13
```
Positions in Å, forces in eV/Å.

Properties
- energy above the lowest of the compared OMol25 structures with the same formula, charge and spin (kJ/mol) = 49.55
- spin multiplicity = 1
- structure (SMILES) = CCCNCCCS
- E_LUMO (eV) = 1.01